76
Properties=species:S:1:pos:R:3:forces:R:3 method="wB97M-V/def2-TZVPD" homo_energy_ha="-0.632 / -0.632" multiplicity=2 gap_ev="7.64 / 7.94" s2=0.752 charge=+3
Ti 0.25009 0.55818 0.52463 -0.57 0.99 -0.01
C 0.18383 0.32302 -2.51922 0.22 -0.09 -0.01
C -1.25479 0.70129 -2.32190 -0.13 -0.02 -0.01
O -1.46565 0.63988 -0.89606 0.04 -0.12 0.07
C -2.79452 1.06323 -0.53675 0.05 0.01 -0.12
C -2.93889 0.77093 0.93225 -0.06 -0.02 0.08
O -1.70531 1.10843 1.59480 0.23 -0.05 -0.11
C -1.59882 2.43657 2.13360 -0.10 0.03 0.15
C -1.03219 3.39017 1.10047 0.12 0.09 -0.06
O -0.00732 2.67227 0.36514 0.08 -0.10 0.01
C 0.27190 3.26693 -0.92854 -0.09 0.14 0.10
C 1.24717 2.38110 -1.67796 0.13 -0.07 -0.18
O 0.95557 0.98121 -1.48396 -0.04 -0.01 0.14
H 0.57723 0.60055 -3.49842 -0.09 -0.02 0.04
H 0.33620 -0.74475 -2.35119 -0.11 0.10 -0.06
H -1.92121 -0.00645 -2.81573 0.09 0.09 0.03
H -1.48687 1.71703 -2.65819 0.05 -0.07 -0.04
H -3.52493 0.49907 -1.12095 0.00 0.02 0.04
H -2.88796 2.12545 -0.78642 -0.07 -0.05 0.06
H -3.08139 -0.29474 1.10322 -0.01 0.00 -0.04
H -3.76866 1.31660 1.38466 0.02 -0.03 -0.06
H -0.95475 2.35905 3.01204 -0.02 0.01 -0.13
H -2.58116 2.77987 2.46630 0.09 0.01 0.02
H -0.57581 4.26175 1.57853 -0.11 -0.03 -0.03
H -1.78096 3.73302 0.38228 0.00 -0.04 0.09
H 0.70364 4.26179 -0.78188 -0.04 -0.07 -0.05
H -0.68849 3.37361 -1.44166 0.14 0.00 -0.03
H 2.27252 2.51826 -1.33584 -0.11 0.05 0.00
H 1.21181 2.61212 -2.74583 0.04 0.04 0.10
C -3.41654 -2.02976 -3.35641 0.03 0.05 -0.08
C -3.18946 -2.27430 -1.89648 -0.04 0.02 0.04
C -4.25234 -2.67092 -1.07314 0.03 -0.01 -0.04
C -4.01214 -3.00242 0.24180 0.08 0.04 0.06
C -2.70354 -2.92693 0.71935 -0.11 0.04 -0.11
C -1.72467 -2.47659 -0.14803 0.17 -0.13 0.00
N -1.94650 -2.15009 -1.42663 -0.05 0.06 0.03
C -0.28404 -2.59926 0.23665 -0.05 0.13 0.05
C 0.15344 -3.88611 0.51505 -0.08 0.01 0.04
C 1.47547 -4.11395 0.83378 0.05 0.00 0.00
C 2.34942 -3.04270 0.80389 -0.01 0.10 -0.01
C 1.87773 -1.77968 0.48553 0.12 -0.09 -0.06
N 0.55706 -1.53578 0.25812 0.33 -0.44 -0.08
C 2.86961 -0.66456 0.39035 -0.16 -0.27 -0.12
C 4.15759 -0.95295 -0.01297 0.09 0.21 0.07
C 5.09980 0.06949 -0.01604 -0.09 -0.05 0.00
C 4.71235 1.32315 0.40063 -0.05 0.07 0.04
C 3.38691 1.57080 0.75099 0.02 -0.05 -0.04
C 3.02959 2.94851 1.22529 -0.05 0.04 -0.02
N 2.46420 0.58951 0.70286 -0.08 -0.20 0.01
H -2.51451 -1.65321 -3.83674 -0.04 -0.08 -0.01
H -4.24248 -1.33874 -3.52927 -0.02 0.01 0.00
H -3.68009 -2.96547 -3.85059 -0.02 -0.02 -0.01
H -5.24577 -2.75561 -1.49058 -0.05 -0.01 -0.02
H -4.81360 -3.34967 0.87943 -0.02 0.00 0.02
H -2.45479 -3.25491 1.71910 0.00 0.01 0.07
H -0.55964 -4.69707 0.46861 0.01 -0.01 0.00
H 1.82713 -5.10662 1.07843 0.01 -0.03 0.01
H 3.39291 -3.18344 1.03632 0.03 -0.02 0.03
H 4.43045 -1.94676 -0.33047 0.00 -0.03 0.00
H 6.11819 -0.11973 -0.32308 0.05 -0.02 -0.03
H 5.42347 2.13646 0.45121 0.02 0.00 0.00
H 3.53382 3.14240 2.17349 0.02 0.03 0.02
H 1.96298 3.09321 1.36480 0.03 -0.03 0.02
H 3.39587 3.70163 0.52686 0.02 0.02 0.00
N 0.78311 -0.96148 7.92112 0.01 -0.07 0.36
C 0.72055 -0.71055 6.80595 0.00 0.10 -0.40
C 0.64767 -0.40892 5.40452 -0.03 -0.05 0.11
C -0.17679 -1.15748 4.56781 -0.01 0.03 -0.14
C -0.21447 -0.84075 3.22660 -0.06 -0.02 0.01
N 0.51555 0.14822 2.68094 0.02 -0.13 0.15
C 1.30490 0.86237 3.50070 0.06 -0.03 0.03
C 1.39612 0.62843 4.85768 -0.02 -0.01 -0.10
H -0.77847 -1.96796 4.95354 0.01 0.00 0.03
H -0.86165 -1.39344 2.55551 0.03 0.02 0.04
H 1.88889 1.65167 3.05134 0.00 -0.01 0.01
H 2.04305 1.23526 5.47286 0.03 0.02 0.04

---

36
Properties=species:S:1:pos:R:3:forces:R:3 method="wB97M-V/def2-TZVPD" homo_energy_ha=-0.317 gap_ev=9.36 relative_energy_kj_mol=9.5
C -1.35244 -2.07068 2.16874 0.07 -0.05 0.03
O -2.75825 -2.08261 2.04677 -0.10 -0.17 0.06
C -3.27752 -1.09800 1.19589 0.09 0.03 -0.41
C -3.01787 -1.35620 -0.29618 -0.59 0.14 0.39
O -1.68134 -1.02531 -0.67605 0.29 -0.25 -0.05
C -1.41263 0.25728 -0.90599 0.30 0.24 0.01
O -2.22247 1.14817 -0.86506 -0.08 -0.03 0.00
C 0.06685 0.46707 -1.23657 -0.11 0.07 -0.15
C 0.31055 0.10544 -2.71037 0.13 0.03 0.27
C 1.80079 0.10736 -2.97028 -0.04 -0.15 0.17
O 2.60631 -0.54803 -2.37051 0.07 -0.14 0.18
O 2.12975 0.93150 -3.96653 0.01 0.52 -0.60
N 0.49189 1.82921 -0.99417 -0.03 -0.03 -0.25
C 0.57701 2.17964 0.42179 -0.06 -0.14 0.14
C 1.56733 1.30760 1.11883 0.64 0.52 -0.36
C 2.92202 1.20531 1.01039 -0.66 0.13 0.03
C 3.31432 0.16841 1.89167 -0.34 -0.28 0.28
C 2.17090 -0.28398 2.46916 0.76 -0.18 0.02
O 1.10579 0.39630 2.00675 -0.44 0.07 0.03
H -0.86063 -2.37021 1.23801 0.03 0.01 0.08
H -1.11217 -2.78774 2.95139 0.08 0.02 -0.01
H -0.98986 -1.07724 2.45683 0.00 -0.02 -0.02
H -2.88215 -0.10560 1.45859 -0.09 -0.06 -0.01
H -4.35687 -1.10712 1.36463 0.05 0.09 -0.08
H -3.71489 -0.75759 -0.89030 0.06 -0.13 0.04
H -3.13416 -2.41747 -0.52024 0.00 0.10 0.01
H 0.66631 -0.20959 -0.61883 -0.09 0.04 -0.08
H -0.17235 0.82565 -3.36981 -0.09 -0.06 0.02
H -0.07518 -0.89676 -2.90381 0.03 0.02 -0.08
H 3.09078 0.93745 -4.10350 -0.13 -0.22 0.23
H -0.16028 2.46243 -1.45053 0.07 -0.06 0.03
H -0.38957 2.08985 0.94169 0.10 0.07 -0.02
H 0.90349 3.22180 0.46987 -0.09 -0.10 0.10
H 3.55482 1.79169 0.37803 0.09 0.16 -0.19
H 4.30875 -0.18716 2.06571 0.18 -0.13 0.09
H 1.98297 -1.05084 3.19400 -0.11 -0.09 0.10

---

18
Properties=species:S:1:pos:R:3:forces:R:3 method="wB97M-V/def2-TZVPD" homo_energy_ha=-0.352 gap_ev=10.22 relative_energy_kj_mol=130.8
C 0.70163 0.09637 -0.99324 4.27 -4.03 2.25
C 0.33006 -0.19745 0.50064 0.25 0.56 -0.84
C -0.12524 -1.64150 0.61448 2.47 -0.82 -1.50
C 1.43032 0.17029 1.49950 1.98 -0.85 -3.31
C -0.86154 0.57820 0.78830 -0.06 -0.40 0.25
N -1.91353 0.93067 1.05393 -0.82 0.85 0.35
H 1.01452 1.05518 -1.19011 0.49 2.27 -0.38
H 1.62852 -0.66148 -1.27240 -1.81 2.01 0.90
H 0.02804 -0.28029 -1.65126 -2.64 -0.59 -1.79
H -1.00567 -1.78123 0.05286 -0.87 -0.41 -1.00
H 0.70174 -2.36737 0.32762 -0.91 1.01 -0.28
H -0.33679 -1.96988 1.56253 -0.68 -0.19 2.71
H 2.00147 1.04341 1.14366 -0.45 -0.07 0.50
H 1.14568 0.20578 2.47810 -1.18 0.62 2.53
H 2.15127 -0.65693 1.48281 0.08 0.06 -0.20
N -1.37729 2.61597 -2.47425 -1.31 -1.35 0.29
N -2.20328 1.88796 -2.19657 3.42 3.20 -1.00
S -3.30992 0.97233 -1.72659 -2.23 -1.88 0.52

---

30
Properties=species:S:1:pos:R:3:forces:R:3 method="wB97M-V/def2-TZVPD" homo_energy_ha=-0.415 gap_ev=11.17 relative_energy_kj_mol=360.2
O 1.75441 -5.60195 -0.35663 0.18 -0.12 0.02
H 1.30534 -5.43032 -1.18434 -0.08 0.00 -0.24
H 1.27882 -5.07760 0.28766 -0.10 0.13 0.24
O -0.09192 5.26560 -0.32704 0.11 -0.25 0.11
H -0.56068 6.02952 0.00902 -0.14 0.17 0.13
H 0.04748 5.45831 -1.25422 0.04 0.03 -0.25
O -4.20865 2.18564 -3.74279 -0.11 0.21 0.01
H -4.30797 1.51402 -4.41755 -0.07 -0.16 -0.18
H -3.42663 1.92382 -3.25687 0.20 -0.06 0.18
O -2.78646 -4.20581 -0.04491 -0.12 -0.15 0.08
H -2.51869 -4.17086 -0.96323 0.01 -0.01 -0.25
H -2.20124 -3.59224 0.39924 0.13 0.18 0.18
O -0.63438 0.64781 -0.68168 -0.26 -0.13 -0.06
H -0.46556 1.57968 -0.54258 0.00 0.32 0.09
H 0.23283 0.26326 -0.80943 0.21 -0.15 -0.02
O 4.49091 2.39179 0.10661 0.13 -0.17 -0.15
H 4.52770 3.34806 0.12750 0.04 0.25 -0.01
H 3.70628 2.17080 0.60836 -0.19 -0.08 0.17
O 3.39837 -1.84459 -4.74716 -0.07 -0.20 -0.08
H 2.93342 -1.03825 -4.97048 -0.13 0.19 -0.10
H 4.02826 -1.58053 -4.07653 0.20 0.02 0.18
O -4.48342 0.03514 1.36405 -0.24 0.10 0.04
H -3.86539 0.12410 0.63854 0.17 0.04 -0.22
H -3.98545 -0.40888 2.05042 0.10 -0.12 0.18
O 0.76187 -2.60982 3.38036 -0.09 -0.07 -0.24
H 0.97704 -1.75680 3.75759 0.04 0.28 0.05
H 0.91832 -3.23253 4.09027 0.03 -0.20 0.16
O 1.07451 2.30832 4.53605 0.04 -0.17 -0.19
H 0.45796 3.01858 4.71390 -0.20 0.17 -0.01
H 1.64300 2.28563 5.30581 0.17 -0.02 0.19